Molecular formula: C9H20O2Si
Method: DFT, the ωB97M-V functional and the def2-TZVPD basis

Structure (XYZ):
```
32
Properties=species:S:1:pos:R:3:nbo_charge:R:1
C 2.2617 -1.4146 0.9946 -0.66
C 2.3893 -0.5526 -0.2478 0.17
C 2.6455 -1.2660 -1.5529 -0.66
C 2.0478 0.7687 -0.2255 -0.19
C 1.5350 1.3832 1.0786 -0.64
C 1.7643 1.6357 -1.3133 0.40
O 1.2519 2.7479 -1.1617 -0.57
H 1.2735 -1.2484 1.2923 0.23
H 3.0162 -1.0221 1.7135 0.24
H 2.3177 -2.5653 0.8257 0.23
H 2.5889 -0.6845 -2.4948 0.22
H 3.6844 -1.5436 -1.6183 0.23
H 2.1354 -2.1902 -1.5691 0.22
H 1.0269 0.5442 1.7585 0.20
H 0.8677 2.1345 0.8264 0.24
H 2.4223 1.8574 1.4944 0.22
H 1.9201 1.1932 -2.4128 0.12
C -3.9866 0.0807 -0.7224 -1.10
Si -2.2502 0.1748 0.1802 1.83
C -1.7431 1.2805 1.6143 -1.13
C -1.7962 -1.6858 0.3641 -1.13
O -1.2644 0.5362 -1.0420 -1.13
H -3.9210 0.3300 -1.7015 0.24
H -4.4028 -0.9038 -0.6621 0.23
H -4.8708 0.6851 -0.5364 0.24
H -2.1090 1.0680 2.5816 0.24
H -0.6688 1.2993 1.7093 0.25
H -2.1764 2.2685 1.3921 0.24
H -1.2114 -1.9005 -0.5397 0.24
H -1.2570 -2.0486 1.2633 0.23
H -2.6436 -2.2974 0.0841 0.23
H -0.8472 1.3355 -1.3730 0.52
```

Calculated values
Total charge ... 0
LUMO ... 0.25 eV
Structure (SMILES) ... CC(C)=C(C)C=O.C[Si](C)(C)O


Molecular formula: C25H28BrCl5InN8O11S2
Method: DFT, the ωB97M-V functional and the def2-TZVPD basis

Structure (XYZ):
```
81
Properties=species:S:1:pos:R:3:lowdin_charge:R:1
In -0.1726 -0.7811 0.3191 0.73
O -0.5360 2.6331 0.3394 -0.32
S -1.4344 1.5430 0.1077 0.27
O -2.8079 2.0038 -0.0930 -0.37
O -1.4625 0.5296 1.2410 -0.41
O -1.0157 0.7343 -1.0830 -0.35
Cl -1.2265 -1.3959 7.6411 0.65
C -0.6296 -1.4156 6.0306 -0.73
C -1.4619 -1.7734 4.9728 -0.71
Cl -3.1075 -2.1369 5.2695 0.69
C -0.9574 -1.8377 3.6873 -0.58
Cl -1.8982 -2.3002 2.3379 0.84
C 0.3832 -1.5014 3.3842 -0.51
O 0.8445 -1.5486 2.1952 -0.18
C 1.2022 -1.1653 4.4885 -0.63
Cl 2.8510 -0.8127 4.1842 0.81
C 0.7033 -1.1042 5.7747 -0.73
Cl 1.7342 -0.6226 7.0508 0.68
C 2.7056 0.5850 -2.7204 -0.02
N 3.0537 -0.7380 -2.2317 -0.12
C 4.4617 -1.0554 -2.1149 -0.05
C 2.1136 -1.4160 -1.5254 -0.42
N 0.8464 -1.2181 -1.6360 0.12
N 2.5790 -2.4079 -0.6945 0.16
C 1.8042 -3.0333 0.2563 -0.53
N 2.5652 -3.5199 1.2906 0.17
N 0.5591 -3.2507 0.0674 0.12
H 3.6030 1.2009 -2.7316 0.09
H 1.9785 1.0500 -2.0469 0.09
H 2.2889 0.5451 -3.7320 0.10
H 5.0125 -0.4809 -2.8571 0.09
H 4.6290 -2.1137 -2.3207 0.09
H 4.8533 -0.7989 -1.1233 0.09
H 0.5509 -0.4798 -2.2616 0.07
H 3.5058 -2.2083 -0.3349 0.11
H 3.2681 -2.8599 1.6001 0.09
H 2.0295 -3.8736 2.0703 0.11
H 0.1476 -3.7609 0.8402 0.05
C -1.0851 3.1051 -3.8866 -0.11
C -2.2843 2.9698 -2.9783 -0.27
S -3.3414 1.6727 -3.6699 0.69
O -2.5622 0.5131 -4.0251 -0.30
O -4.1085 2.2494 -4.7568 -0.34
C -4.5465 1.2154 -2.3701 -0.17
C -4.9050 -0.2594 -2.4651 -0.13
N -3.8296 -1.0927 -1.9786 0.07
C -3.3546 -1.1005 -0.7127 -0.31
N -2.2072 -1.7628 -0.6422 0.06
C -1.9156 -2.1903 -1.8814 -0.04
C -2.9131 -1.7919 -2.7402 -0.16
N -3.0616 -2.1513 -4.0868 -0.36
O -4.1566 -2.0296 -4.6138 0.06
O -2.0973 -2.6499 -4.6330 0.09
C -4.1101 -0.5414 0.4192 0.00
H -0.3697 3.8106 -3.4714 0.08
H -1.3918 3.4370 -4.8775 0.08
H -0.6177 2.1274 -3.9740 0.06
H -2.8924 3.8683 -2.9384 0.11
H -2.0031 2.6480 -1.9796 0.04
H -5.4159 1.8385 -2.5530 0.11
H -4.0631 1.4819 -1.4277 0.06
H -5.0907 -0.5211 -3.5107 0.11
H -5.8073 -0.4737 -1.8813 0.13
H -1.0339 -2.7726 -2.0684 0.11
H -5.1794 -0.6105 0.2363 0.09
H -3.8231 0.5101 0.5385 0.06
H -3.8487 -1.0536 1.3374 0.04
Br 0.4808 1.8811 3.1912 0.97
C 2.3460 2.2494 2.9664 -0.54
C 2.9038 3.2301 3.7822 -0.13
C 4.2370 3.5695 3.6669 -0.10
C 5.0383 2.9085 2.7509 -0.09
C 4.4973 1.9011 1.9773 -0.03
C 3.1521 1.5549 2.0668 -0.18
C 2.6744 0.4164 1.1814 -0.62
O 3.4581 -0.5218 0.9989 -0.01
O 1.5425 0.5661 0.6402 -0.08
H 2.2714 3.7195 4.5052 0.09
H 4.6503 4.3489 4.2897 0.10
H 6.0821 3.1633 2.6500 0.09
H 5.1177 1.3532 1.2821 0.11
```

Calculated values
Total charge ... -1
LUMO ... 2.03 eV


Molecular formula: C3H4P2
Method: DFT, the ωB97M-V functional and the def2-TZVPD basis

Structure (XYZ):
```
9
Properties=species:S:1:pos:R:3:nbo_charge:R:1
H 3.1979 0.2854 -0.1333 -0.06
P 2.6644 -1.0111 -0.0482 0.33
C 0.6592 -0.1800 0.0407 -0.12
C -0.2802 0.9557 -0.0007 -0.46
C -0.6477 -0.5134 0.0546 -0.48
P -1.8214 -1.7361 0.0867 0.44
H -2.9342 -0.8749 0.0387 -0.06
H -0.4136 1.5683 0.8875 0.21
H -0.4244 1.5060 -0.9260 0.20
```

Calculated values
Total charge ... 0
LUMO (alpha / beta) ... -1.30 / -1.60 eV
Structure (SMILES) ... [H]/P=C1\C\C1=P/[H]


Which relative energy (zero: lowest compared OMol25 entry of this formula, charge and spin) belongs to each record? In order, 3.1805; 1.8014; 3.5550 eV.